No. 1
{"formula": "C2N2OS", "method": "the ωB97M-V functional and the def2-TZVPD basis", "species": ["C", "C", "N", "N", "O", "S"], "coordinates": [[0.381, 0.623, -0.510], [-0.805, -1.182, 0.417], [0.038, -0.394, 0.145], [0.499, 1.142, -1.568], [-1.553, -2.025, 0.642], [1.439, 1.836, 0.874]], "forces_ev_per_angstrom": [[1.40, 2.59, -1.14], [-0.68, -0.81, -0.50], [-0.55, -2.87, 2.05], [0.61, 1.28, 0.33], [-0.54, -0.45, 0.58], [-0.24, 0.26, -1.32]], "mol_weight_g_mol": 100.10, "orbital_gap_ha": [0.254, 0.255], "energy_ev": -17932.30938, "homo_ev": [-9.799, -9.812], "total_charge": 0}

No. 2
{"formula": "C17H20AsN3OSZn", "method": "the ωB97M-V functional and the def2-TZVPD basis", "species": ["Zn", "N", "C", "S", "N", "N", "C", "C", "C", "C", "C", "C", "C", "O", "H", "H", "H", "H", "H", "H", "H", "C", "As", "C", "C", "C", "C", "C", "C", "C", "C", "H", "H", "H", "H", "H", "H", "H", "H", "H", "H", "H", "H", "H"], "coordinates": [[-1.696, -1.797, -1.730], [-5.042, -2.280, 0.640], [-3.870, -2.283, -0.010], [-3.860, -2.011, -1.723], [-2.820, -2.568, 0.788], [-1.634, -2.430, 0.239], [-0.585, -2.679, 1.033], [0.728, -2.701, 0.515], [1.762, -2.934, 1.450], [3.081, -3.007, 1.058], [3.365, -2.834, -0.292], [2.372, -2.527, -1.231], [0.998, -2.476, -0.904], [0.108, -2.292, -1.821], [-5.868, -2.086, 0.060], [-5.099, -2.714, 1.569], [-0.778, -2.916, 2.054], [1.447, -3.212, 2.448], [3.896, -3.144, 1.806], [4.413, -2.895, -0.666], [2.592, -2.332, -2.279], [-2.058, 2.695, -1.813], [-1.401, 0.889, -1.323], [-1.643, 1.041, 0.647], [0.563, 1.412, -1.543], [1.199, 2.206, -0.481], [1.071, 3.619, -0.375], [1.680, 4.317, 0.654], [2.391, 3.622, 1.633], [2.562, 2.260, 1.507], [1.928, 1.564, 0.507], [-1.450, 3.474, -1.323], [-3.108, 2.733, -1.515], [-2.028, 2.808, -2.929], [-1.762, 2.099, 0.972], [-0.814, 0.561, 1.179], [-2.575, 0.530, 0.928], [0.560, 1.889, -2.528], [0.996, 0.423, -1.709], [0.558, 4.223, -1.145], [1.593, 5.422, 0.665], [2.943, 4.143, 2.444], [3.261, 1.693, 2.119], [2.027, 0.496, 0.425]], "forces_ev_per_angstrom": [[0.93, 0.06, 0.71], [-1.69, 0.09, -0.42], [2.54, -0.94, 2.03], [-1.02, 0.08, -0.47], [-3.29, 0.66, -0.08], [3.06, -0.47, 0.92], [-2.72, 0.48, -2.59], [0.80, 0.50, -0.78], [-0.36, -0.39, -0.83], [0.69, 0.01, 0.78], [0.52, 0.59, -1.21], [0.03, -0.22, 0.04], [1.02, -0.52, 2.07], [0.21, 0.33, -1.05], [0.53, -0.46, 0.91], [0.02, 0.50, -0.87], [-0.21, -0.19, 0.71], [0.16, 0.34, 0.22], [-0.79, -0.10, -0.77], [-0.90, 0.08, 0.45], [0.25, -0.19, 0.21], [-0.37, -0.44, -0.90], [1.10, 1.42, 0.73], [-0.42, 0.31, 0.03], [-1.11, -1.03, -0.91], [-0.43, 1.27, 0.52], [0.02, -0.26, -0.74], [-0.25, 0.45, 0.28], [1.01, 0.81, 0.47], [0.36, -0.39, 0.35], [-0.17, -0.22, -0.63], [-0.39, -0.47, -0.15], [0.14, 0.29, 0.05], [0.10, -0.05, 1.00], [0.38, -0.65, -0.36], [-0.14, 0.16, -0.18], [0.27, -0.04, -0.16], [0.02, 0.18, 0.16], [0.47, 0.17, 0.29], [0.26, -0.62, 0.34], [0.10, -0.87, 0.16], [-0.59, -0.23, -0.70], [-0.31, 0.31, 0.31], [0.20, -0.37, 0.07]], "mol_weight_g_mol": 454.75, "orbital_gap_ha": 0.271, "energy_ev": -144563.47812, "homo_ev": -7.097, "total_charge": 0}

No. 3
{"formula": "C3ClNO4", "method": "the ωB97M-V functional and the def2-TZVPD basis", "species": ["O", "C", "N", "C", "O", "Cl", "O", "C", "O"], "coordinates": [[2.783, -0.375, 0.803], [1.779, 0.027, 0.344], [0.696, 0.131, -0.120], [-0.069, 1.241, -0.554], [-1.272, 1.222, -0.715], [0.974, 2.465, -1.258], [-0.700, -2.109, 0.846], [-1.625, -1.551, 0.508], [-2.565, -1.051, 0.146]], "forces_ev_per_angstrom": [[-1.38, 1.29, -0.70], [4.39, -2.31, 2.03], [-3.78, 1.98, -1.13], [-1.81, -1.34, -1.60], [3.07, 0.42, 0.95], [-0.20, 0.40, 0.27], [2.92, -1.69, 1.27], [0.16, -0.56, 0.00], [-3.36, 1.80, -1.09]], "mol_weight_g_mol": 149.49, "orbital_gap_ha": 0.422, "energy_ev": -25313.72084, "smiles": "O=C=NC(=O)Cl.O=C=O", "homo_ev": -11.738, "total_charge": 0}

No. 4
{"formula": "C3H8N4P", "method": "the ωB97M-V functional and the def2-TZVPD basis", "species": ["C", "C", "C", "N", "N", "N", "N", "P", "H", "H", "H", "H", "H", "H", "H", "H"], "coordinates": [[-0.486, -0.013, 2.056], [1.591, 2.562, -1.029], [3.583, -1.827, 0.244], [0.378, -0.010, 1.156], [1.435, 1.426, -0.537], [2.835, -0.973, 0.141], [-1.886, -1.358, -1.273], [0.787, -0.022, -0.398], [-0.184, -0.238, 3.075], [-1.536, 0.216, 1.885], [2.549, 3.062, -0.918], [0.806, 3.106, -1.549], [4.300, -2.597, 0.375], [-2.252, -0.958, -2.130], [-2.668, -1.454, -0.635], [-1.566, -2.293, -1.496]], "forces_ev_per_angstrom": [[-0.19, 0.02, 0.26], [0.21, 0.33, 0.05], [0.07, 0.09, 0.09], [-0.01, -0.02, -0.14], [-0.31, 0.23, -0.22], [0.41, -0.23, 0.06], [0.10, 0.19, 0.18], [-0.32, -0.24, -0.16], [-0.03, -0.11, 0.15], [-0.08, 0.09, -0.11], [0.15, 0.05, -0.10], [-0.19, 0.00, 0.02], [0.26, -0.33, 0.00], [-0.02, -0.02, 0.00], [-0.04, -0.05, -0.07], [-0.03, -0.01, -0.01]], "mol_weight_g_mol": 131.10, "orbital_gap_ha": 0.352, "energy_ev": -18481.02151, "homo_ev": -13.424, "total_charge": 1}

No. 5
{"formula": "C7H13BeN4O17", "method": "the ωB97M-V functional and the def2-TZVPD basis", "species": ["Be", "O", "C", "O", "O", "H", "O", "C", "O", "O", "H", "O", "C", "O", "O", "H", "O", "C", "O", "O", "H", "O", "C", "O", "O", "H", "C", "O", "N", "N", "H", "H", "H", "H", "C", "O", "N", "N", "H", "H", "H", "H"], "coordinates": [[-1.183, 0.414, 0.640], [-5.972, 1.383, 5.649], [-5.074, 2.237, 5.250], [-4.458, 3.083, 5.982], [-4.948, 2.301, 4.015], [-6.103, 1.003, 4.777], [-7.896, -1.448, -0.603], [-6.643, -1.051, -0.582], [-6.190, -0.197, -1.267], [-5.898, -1.814, 0.051], [-7.642, -2.310, -0.265], [0.152, 6.406, -3.172], [-1.023, 5.861, -2.933], [-1.905, 6.054, -3.744], [-1.391, 5.202, -1.915], [-0.175, 6.578, -4.058], [-2.835, -2.060, -6.376], [-2.280, -0.978, -5.816], [-1.548, -1.161, -4.786], [-2.605, 0.141, -6.308], [-2.386, -2.672, -5.788], [2.106, -1.619, 7.003], [1.362, -0.584, 6.841], [1.006, 0.172, 7.737], [0.946, -0.191, 5.719], [2.510, -1.493, 7.865], [4.890, 1.937, -2.063], [3.896, 1.802, -1.442], [5.201, 2.985, -2.692], [5.732, 0.960, -2.245], [4.787, 3.849, -2.373], [5.719, 2.814, -3.542], [5.854, 0.483, -1.363], [6.333, 0.742, -3.027], [3.059, -4.526, 0.693], [2.053, -3.924, 0.787], [3.756, -4.969, 1.689], [3.562, -4.927, -0.480], [3.657, -4.475, 2.564], [4.191, -5.852, 1.465], [2.976, -4.691, -1.267], [4.407, -5.463, -0.622]], "forces_ev_per_angstrom": [[-0.13, 0.05, -0.03], [-1.11, -1.57, 1.88], [2.73, 4.78, -0.24], [-1.28, -1.93, 0.17], [0.43, -0.36, -1.37], [-0.82, -0.86, -0.38], [-2.68, -0.10, -0.29], [2.03, -1.29, 0.01], [0.33, 4.00, -2.28], [1.34, -1.65, 2.06], [-1.07, -1.01, 0.55], [1.61, -0.03, 0.19], [-3.53, -2.62, 4.30], [-1.52, 1.23, -3.54], [2.38, 0.41, 0.46], [1.12, 1.14, -1.41], [-0.01, -1.33, -0.41], [0.31, 4.29, 1.38], [-0.59, -0.42, -1.47], [0.57, -1.45, 0.24], [-0.20, -1.20, 0.07], [2.21, -2.83, 0.23], [-3.57, 5.00, -2.93], [0.64, 0.05, 3.97], [0.90, -2.10, -1.58], [-0.05, -0.19, 0.38], [-2.13, -1.61, 0.25], [-2.58, -0.08, 3.23], [1.59, 5.84, -3.13], [3.25, -4.98, 0.64], [-0.21, -0.06, -1.04], [0.09, 1.20, 0.27], [0.06, -0.85, -0.67], [-0.07, 0.53, 0.46], [-0.34, -0.43, -1.71], [-2.88, 2.49, 0.10], [2.52, -1.24, 3.11], [0.18, -0.46, -2.99], [0.07, -0.89, 0.13], [0.41, 0.35, 1.30], [0.32, -0.23, -0.06], [-0.30, 0.40, 0.12]], "mol_weight_g_mol": 434.20, "orbital_gap_ha": 0.059, "energy_ev": -48629.25533, "homo_ev": -1.080, "total_charge": -3}

No. 6
{"formula": "C30H24AsIrN3O7", "method": "the ωB97M-V functional and the def2-TZVPD basis", "species": ["Ir", "O", "C", "O", "C", "C", "C", "C", "C", "C", "C", "C", "C", "N", "H", "H", "H", "H", "H", "H", "C", "C", "C", "C", "C", "C", "N", "N", "C", "C", "C", "C", "C", "C", "H", "H", "H", "H", "H", "H", "H", "H", "H", "O", "C", "C", "O", "C", "C", "O", "C", "O", "O", "C", "As", "C", "C", "H", "H", "H", "H", "H", "H", "H", "H", "H"], "coordinates": [[0.215, -0.137, -0.324], [-2.466, 0.937, -3.115], [-1.658, 0.397, -2.401], [-0.719, 0.998, -1.725], [-1.617, -1.124, -2.302], [-2.399, -1.864, -3.201], [-2.284, -3.219, -3.207], [-1.389, -3.843, -2.310], [-1.210, -5.246, -2.292], [-0.338, -5.825, -1.418], [0.379, -5.019, -0.510], [0.222, -3.662, -0.498], [-0.654, -3.038, -1.411], [-0.788, -1.671, -1.430], [-3.059, -1.315, -3.856], [-2.862, -3.830, -3.889], [-1.786, -5.848, -2.984], [-0.199, -6.897, -1.413], [1.062, -5.480, 0.191], [0.762, -3.060, 0.213], [0.238, -2.418, 4.884], [1.578, -2.165, 4.616], [1.975, -1.733, 3.364], [1.011, -1.537, 2.379], [-0.323, -1.808, 2.629], [-0.708, -2.249, 3.886], [1.380, -1.108, 1.051], [2.588, -1.329, 0.762], [2.896, -1.015, -0.557], [4.170, -1.299, -1.054], [4.422, -1.052, -2.387], [3.406, -0.537, -3.198], [2.151, -0.241, -2.690], [1.870, -0.466, -1.342], [-0.064, -2.750, 5.868], [2.321, -2.307, 5.390], [3.014, -1.530, 3.150], [-1.048, -1.707, 1.835], [-1.751, -2.461, 4.080], [4.923, -1.711, -0.395], [5.395, -1.266, -2.808], [3.608, -0.357, -4.247], [1.388, 0.173, -3.340], [-5.056, 1.990, 3.414], [-3.999, 1.670, 2.951], [-3.765, 0.813, 1.712], [-4.612, 0.321, 1.006], [-2.294, 0.678, 1.537], [-1.590, 1.324, 2.644], [-0.382, 1.314, 2.849], [-2.618, 2.030, 3.502], [-2.381, 2.756, 4.431], [-1.785, 0.039, 0.591], [2.255, 2.665, -1.225], [1.220, 1.947, 0.238], [2.426, 2.072, 1.738], [-0.020, 3.402, 0.513], [2.530, 3.685, -0.958], [1.645, 2.668, -2.126], [3.150, 2.071, -1.392], [2.954, 3.024, 1.696], [3.148, 1.255, 1.708], [1.836, 2.001, 2.648], [0.546, 4.333, 0.531], [-0.530, 3.280, 1.460], [-0.731, 3.414, -0.311]], "forces_ev_per_angstrom": [[0.06, -0.21, -0.30], [-0.02, -0.04, -0.07], [0.17, 0.05, 0.13], [-0.17, -0.16, -0.08], [0.04, 0.08, 0.02], [-0.05, -0.04, 0.02], [0.00, 0.04, 0.03], [0.00, -0.02, -0.02], [0.00, -0.01, 0.04], [-0.02, 0.01, -0.02], [0.01, 0.00, 0.02], [0.02, 0.01, 0.02], [-0.02, 0.01, 0.06], [-0.26, 0.00, -0.09], [0.01, 0.00, 0.00], [0.01, 0.00, 0.00], [0.02, 0.00, -0.02], [-0.01, 0.00, 0.01], [-0.01, 0.00, 0.01], [0.00, -0.04, -0.06], [0.02, 0.00, 0.02], [0.00, -0.01, 0.01], [-0.09, 0.15, 0.00], [0.03, 0.02, -0.09], [-0.02, -0.13, -0.05], [-0.03, 0.00, -0.03], [0.25, -0.01, 0.26], [-0.11, -0.15, -0.14], [-0.02, 0.07, 0.15], [-0.01, 0.03, -0.04], [0.00, -0.01, 0.03], [0.02, 0.01, -0.02], [-0.05, -0.07, 0.00], [0.18, -0.05, -0.11], [0.00, 0.00, 0.00], [0.00, 0.02, 0.01], [0.02, 0.01, -0.02], [-0.02, 0.06, 0.00], [0.00, -0.01, 0.00], [-0.01, -0.01, 0.00], [0.00, 0.00, 0.00], [0.00, -0.01, 0.00], [0.01, 0.02, 0.01], [-0.01, 0.01, -0.01], [0.03, 0.00, 0.02], [-0.03, -0.04, -0.06], [-0.01, 0.02, 0.03], [0.07, -0.18, -0.04], [-0.09, 0.05, 0.12], [0.02, 0.00, -0.07], [0.10, -0.02, -0.02], [-0.04, 0.00, 0.03], [0.00, 0.17, 0.00], [0.06, 0.02, 0.02], [-0.13, 0.41, 0.42], [0.03, -0.11, 0.02], [0.06, 0.02, -0.07], [0.02, 0.01, -0.05], [-0.01, -0.02, 0.01], [0.00, 0.00, 0.00], [-0.01, 0.01, -0.01], [0.01, 0.02, -0.03], [0.02, 0.00, 0.00], [-0.01, 0.00, -0.03], [-0.03, 0.03, 0.03], [0.00, -0.03, 0.00]], "mol_weight_g_mol": 805.68, "orbital_gap_ha": [0.251, 0.245], "energy_ev": -113980.30065, "homo_ev": [-8.094, -8.729], "multiplicity": 2, "total_charge": 0}